1.
Computed, not measured: a molecular structure, C34H52F3N5O4PSeTeTi in a non-equilibrium geometry, with wB97M-V/def2-TZVPD.

## Properties
HOMO level (spin up / spin down), eV: -1.980 / -3.488
M, g/mol: 937.22
Kohn-Sham gap (spin up / spin down), eV: 4.0 / 5.5
Net charge: -1
<S²>: 2.019
Spin multiplicity: 3

Each line ends with the Löwdin spin population.
Positions of all 102 atoms, in Å:
Te: 2.35 -2.93 1.05  0.045
Se: 0.10 2.88 -0.31  0.035
Ti: 0.50 -0.03 -0.27  1.386
P: 0.74 -2.71 -0.61  0.038
F: 9.87 1.39 0.04  0.002
F: 10.01 -0.47 -1.03  0.003
F: 9.72 -0.48 1.10  0.001
O: 1.19 -2.23 -2.10  0.040
O: -1.06 0.03 -2.50  0.089
O: -0.47 -1.86 -0.35  0.036
O: 0.22 -4.24 -0.89  0.004
N: -0.27 -0.81 2.17  0.006
N: 0.41 5.33 1.24  0.007
N: -1.75 0.46 0.20  0.012
N: 1.75 0.82 1.63  0.002
N: -1.63 5.11 0.40  0.006
C: -2.22 8.36 2.09  0.002
C: 1.06 1.11 2.87  0.003
C: -2.75 4.43 -1.75  0.001
C: 3.68 0.16 -0.78  0.049
C: 5.08 0.18 -0.63  0.015
C: 2.39 -2.75 -2.63  0.002
C: -1.61 6.28 1.12  0.000
C: 3.50 4.16 -1.01  0.000
C: -1.14 6.30 -2.42  0.000
C: 7.30 0.88 -1.29  -0.001
C: -0.97 -4.39 -1.64  0.001
C: 0.03 7.53 2.41  0.002
C: -2.57 5.77 -2.46  0.000
C: -0.37 4.55 0.41  0.032
C: 2.46 0.07 -0.78  0.018
C: -2.78 4.52 -0.22  0.001
C: 2.80 5.48 -0.74  0.000
C: -2.59 7.24 1.33  0.002
C: -1.71 -0.91 2.19  0.001
C: 7.85 0.16 -0.22  0.032
C: 0.88 1.22 -3.21  0.001
C: 2.77 5.88 0.74  0.000
C: 9.32 0.15 -0.03  0.006
C: -0.96 8.50 2.62  0.002
C: 0.04 0.48 -2.17  0.055
C: 5.65 -0.53 0.44  0.025
C: 5.94 0.90 -1.49  0.023
C: -0.31 6.42 1.64  0.000
C: 0.36 -0.18 3.32  0.001
C: 2.53 -2.26 -4.06  0.000
C: -2.30 0.35 1.54  0.002
C: 7.01 -0.55 0.64  0.002
C: 1.78 5.06 1.57  0.000
C: -2.09 -4.85 -0.72  0.000
H: 0.49 1.07 -4.22  -0.001
H: 0.17 -1.72 1.99  0.001
H: 1.77 5.42 -1.10  0.000
H: -1.94 3.76 -2.05  0.001
H: 1.92 5.27 2.63  0.000
H: -1.79 -5.75 -0.20  0.000
H: -3.58 7.16 0.92  0.000
H: -3.41 0.29 1.55  0.000
H: 1.02 7.65 2.82  0.000
H: -0.37 0.05 4.11  0.000
H: -2.00 1.35 -0.23  0.002
H: -3.69 3.98 -2.05  0.000
H: -2.89 3.50 0.17  0.000
H: 7.42 -1.10 1.48  -0.001
H: 2.24 1.64 1.27  0.000
H: 5.52 1.48 -2.30  0.001
H: 5.00 -1.08 1.11  0.002
H: -2.12 -1.03 3.21  0.000
H: -2.30 -4.07 0.01  0.000
H: 1.74 1.46 3.66  0.000
H: 4.48 4.13 -0.54  0.000
H: -1.99 1.23 2.11  0.000
H: 2.65 -1.18 -4.06  0.000
H: 1.95 4.00 1.39  0.000
H: 0.83 2.29 -2.97  0.002
H: -3.00 -5.05 -1.30  0.000
H: 1.11 -0.86 3.74  0.000
H: 2.92 3.31 -0.64  0.000
H: -0.77 -5.15 -2.42  0.000
H: -0.87 6.65 -1.43  0.000
H: -2.96 9.14 2.25  0.000
H: -3.25 6.51 -2.03  0.000
H: -2.86 5.63 -3.51  0.000
H: -1.01 7.12 -3.12  0.000
H: -0.46 5.50 -2.69  0.000
H: 0.33 1.90 2.67  0.001
H: -2.09 -0.28 -0.41  0.002
H: 1.64 -2.51 -4.63  0.000
H: 3.77 5.77 1.17  0.000
H: -3.65 5.10 0.09  0.000
H: -2.01 -1.77 1.59  0.000
H: 2.49 6.94 0.81  0.000
H: 3.30 6.28 -1.30  0.000
H: -0.71 9.37 3.20  0.000
H: -1.23 -3.44 -2.13  0.000
H: 3.23 -2.40 -2.02  0.000
H: 3.40 -2.72 -4.53  0.000
H: 1.93 0.92 -3.15  0.000
H: 3.62 4.02 -2.08  0.000
H: 2.36 -3.85 -2.60  0.001
H: 2.45 0.09 1.77  0.002
H: 7.96 1.43 -1.95  -0.001

***

2.
Computed, not measured: 8 unconnected molecules or ions with the total composition C34H52NO25 in a non-equilibrium geometry, with wB97M-V/def2-TZVPD.

## Properties
HOMO level, eV: -4.415
M, g/mol: 874.77
Kohn-Sham gap, eV: 6.0
Net charge: -1

Each line ends with the Löwdin charge.
Positions of all 112 atoms, in Å:
O: 3.99 -4.72 -0.71  0.081
O: 2.98 1.08 2.15  -0.085
O: -5.38 6.28 -0.10  0.056
O: 6.67 -5.34 2.22  0.058
O: -5.13 7.87 1.45  0.086
O: 3.28 0.60 -0.03  -0.082
O: 5.20 -3.98 3.21  0.094
O: -7.91 5.41 -3.54  0.065
O: 0.51 -9.86 -3.20  0.086
O: 7.33 -6.39 6.77  0.077
O: -7.50 7.61 -3.33  0.149
O: 1.81 -4.30 -0.71  0.057
O: 6.82 -8.16 8.03  0.065
O: -0.93 -11.56 -2.91  0.157
O: -0.96 2.92 -0.19  0.021
O: 6.96 -3.11 2.12  0.161
O: 2.53 -6.40 -0.38  0.117
O: -9.27 6.67 -2.31  0.085
O: -5.37 5.72 2.08  0.168
O: 5.18 -7.03 6.97  0.167
O: -2.79 1.77 0.44  0.082
O: -1.45 6.73 -3.95  0.090
O: -1.53 6.43 -1.72  0.181
O: -3.42 6.37 -2.95  0.033
O: -1.68 -9.45 -3.18  0.058
N: 1.90 2.90 -0.78  -0.063
C: -0.26 1.68 -0.40  -0.160
C: -2.13 7.47 -6.16  -0.024
C: 1.45 -7.62 -3.02  -0.022
C: 5.84 -6.17 3.05  -0.090
C: -3.71 6.80 -4.29  -0.095
C: 0.97 1.92 -1.25  -0.229
C: -8.17 6.66 -3.09  -0.574
C: -5.55 7.55 -0.77  -0.096
C: 3.85 -3.34 -1.15  -0.310
C: -1.02 -8.18 -3.10  -0.092
C: 8.25 -8.17 7.86  -0.097
C: 9.74 -6.58 6.56  -0.020
C: 2.33 2.72 0.61  -0.167
C: 2.76 -5.24 -0.58  -0.592
C: -10.56 5.01 -1.09  -0.019
C: 6.33 -7.18 7.23  -0.554
C: -8.74 4.50 -2.79  -0.085
C: -2.07 6.50 -2.77  -0.553
C: -2.96 4.11 0.12  0.022
C: -4.89 8.51 0.19  -0.318
C: -2.40 6.53 -5.01  -0.326
C: 2.46 -3.01 -0.65  -0.066
C: 6.34 -4.05 2.48  -0.576
C: -5.47 9.90 0.17  -0.020
C: -5.30 6.54 1.23  -0.565
C: -2.24 2.81 0.14  -0.537
C: 4.92 -2.46 -0.57  -0.006
C: -9.91 5.38 -2.40  -0.324
C: -0.72 -10.41 -3.08  -0.573
C: 8.54 -6.74 7.46  -0.328
C: 2.91 1.34 0.92  -0.727
C: 3.94 -5.54 4.60  -0.023
C: 4.62 -5.30 3.27  -0.312
C: 0.36 -8.49 -3.61  -0.324
H: 5.87 -2.62 -1.07  0.089
H: -11.49 5.57 -0.95  0.085
H: 1.45 0.97 -1.42  0.096
H: 3.89 -3.34 -2.24  0.153
H: 8.50 -8.89 7.08  0.139
H: 0.02 1.26 0.55  0.130
H: -5.07 7.53 -1.74  0.115
H: 1.19 -6.56 -3.10  0.094
H: -1.26 7.12 -6.74  0.085
H: -9.91 5.24 -0.25  0.095
H: 0.39 -8.46 -4.70  0.154
H: -9.03 3.66 -3.40  0.139
H: 9.99 -5.52 6.44  0.088
H: -4.54 6.23 -4.70  0.140
H: -2.98 7.52 -6.84  0.089
H: -10.65 5.43 -3.20  0.156
H: 2.39 -7.78 -3.55  0.090
H: -1.55 -7.44 -3.71  0.136
H: 1.56 3.83 -0.94  0.091
H: -3.97 7.86 -4.27  0.140
H: -6.46 9.91 0.61  0.091
H: 4.64 -1.41 -0.67  0.081
H: -2.34 5.49 -5.33  0.159
H: 3.13 3.43 0.79  0.108
H: -2.88 4.59 -0.84  0.057
H: 1.62 -7.86 -1.98  0.076
H: -0.88 0.94 -0.88  0.119
H: -3.81 8.54 0.03  0.161
H: -4.01 3.95 0.28  0.073
H: -8.17 4.15 -1.93  0.145
H: -2.62 4.76 0.91  0.099
H: 3.92 -5.40 2.44  0.151
H: 1.95 -2.29 -1.28  0.138
H: 4.54 -5.16 5.41  0.078
H: 8.63 -6.10 8.34  0.158
H: 10.61 -7.09 6.97  0.089
H: 3.75 -6.60 4.75  0.085
H: -10.80 3.94 -1.07  0.092
H: 5.07 -2.69 0.49  0.076
H: -1.90 8.47 -5.80  0.092
H: 9.53 -6.97 5.56  0.093
H: 8.73 -8.47 8.79  0.136
H: 2.46 -2.66 0.38  0.148
H: -4.85 10.59 0.75  0.083
H: 1.54 2.97 1.31  0.100
H: 5.62 -7.11 2.55  0.139
H: 0.62 2.26 -2.23  0.111
H: 2.98 -5.02 4.63  0.089
H: -6.62 7.73 -0.89  0.128
H: 6.38 -6.38 3.98  0.126
H: -5.53 10.28 -0.85  0.089
H: -1.02 -7.85 -2.06  0.143

***

3.
Computed, not measured: a molecular structure, C34H52NO4SSiZn in a non-equilibrium geometry, with wB97M-V/def2-TZVPD.

## Properties
HOMO level, eV: -3.564
M, g/mol: 664.34
Kohn-Sham gap, eV: 6.1
Net charge: -1

Each line ends with the Löwdin charge.
Positions of all 94 atoms, in Å:
Zn: 0.04 0.19 -0.39  0.567
S: 0.26 -1.84 0.85  0.464
Si: -0.44 -0.99 2.56  -0.184
O: 0.57 -1.03 -2.96  0.037
O: -2.02 -1.40 2.56  -0.170
O: 0.37 -1.49 3.89  -0.185
O: -0.43 0.68 2.68  -0.180
N: 1.21 -1.17 -5.11  0.060
C: 2.93 -0.78 -3.37  -0.054
C: 3.34 0.68 -3.00  -0.508
C: 0.89 -3.81 4.35  -0.034
C: -2.02 0.17 -0.73  -0.269
C: -2.33 -0.36 -5.76  -0.051
C: -3.08 0.76 -6.14  -0.088
C: 4.80 0.64 -2.53  -0.050
C: 1.46 -2.40 4.20  -0.640
C: -1.88 1.60 -2.55  -0.152
C: -1.74 1.52 -0.25  -0.221
C: 2.51 1.19 -1.85  -0.250
C: 1.41 2.63 -0.43  -0.140
C: -1.07 1.83 -6.97  -0.087
C: -0.11 1.61 3.76  -0.609
C: -3.48 -0.62 4.36  -0.041
C: -4.34 -0.97 2.05  -0.033
C: 2.05 -1.90 5.51  -0.047
C: 1.99 2.51 -1.70  -0.083
C: -0.32 0.72 -6.58  -0.044
C: -0.12 -1.56 -5.54  -0.129
C: -0.41 1.00 5.12  -0.038
C: -1.71 2.38 -1.38  -0.165
C: -3.36 -1.47 3.11  -0.626
C: -0.94 -0.37 -5.97  -0.209
C: 1.36 1.99 3.70  -0.030
C: 2.55 -2.40 3.14  -0.081
C: -2.06 0.26 -2.17  -0.164
C: 2.28 0.48 -0.65  -0.162
C: 3.22 1.59 -4.23  -0.053
C: 1.49 -0.98 -3.80  -0.436
C: 1.55 1.37 0.25  -0.270
C: -2.46 1.85 -6.76  -0.103
C: -3.65 -2.93 3.43  -0.036
C: -0.99 2.84 3.53  -0.029
H: -0.80 3.58 4.31  0.084
H: 1.60 2.53 2.77  0.077
H: 4.92 -0.03 -1.67  0.083
H: -0.18 1.74 5.90  0.091
H: -0.60 -2.06 -4.70  0.120
H: 1.96 -1.21 -5.78  0.133
H: 2.12 3.31 -2.43  0.091
H: -3.05 2.71 -7.07  0.096
H: 5.13 1.64 -2.22  0.090
H: -5.36 -1.01 2.44  0.082
H: 3.08 -1.43 -2.50  0.127
H: -2.06 2.56 3.56  0.083
H: 2.00 1.10 3.78  0.086
H: 0.41 -4.14 3.42  0.088
H: 0.21 0.11 5.29  0.063
H: -4.16 0.76 -5.96  0.103
H: -0.04 -2.29 -6.37  0.129
H: -4.66 -3.03 3.85  0.081
H: -0.77 3.30 2.56  0.085
H: 0.76 0.69 -6.75  0.102
H: 1.60 2.66 4.54  0.087
H: -3.59 -3.55 2.53  0.090
H: -1.46 0.72 5.20  0.059
H: -1.72 1.81 0.81  0.080
H: -4.29 -1.60 1.15  0.089
H: 3.60 2.59 -3.99  0.080
H: 2.90 -1.38 2.93  0.088
H: -3.30 0.44 4.12  0.078
H: 3.59 -1.13 -4.18  0.113
H: 3.40 -2.99 3.51  0.085
H: 2.46 -0.89 5.39  0.083
H: -2.34 -0.67 -0.11  0.069
H: 2.17 1.68 -4.55  0.084
H: 1.70 -4.51 4.59  0.083
H: -2.77 -0.96 5.13  0.087
H: 1.30 -1.90 6.31  0.086
H: 0.17 -3.84 5.18  0.084
H: -2.93 -3.32 4.17  0.085
H: -2.28 -0.58 -2.84  0.073
H: -1.93 1.98 -3.57  0.074
H: -4.50 -0.71 4.76  0.087
H: 1.40 1.16 1.31  0.060
H: 2.74 -0.47 -0.37  0.098
H: 5.46 0.29 -3.33  0.074
H: 2.20 -2.85 2.20  0.019
H: 3.81 1.19 -5.06  0.079
H: -1.60 3.47 -1.36  0.081
H: 2.87 -2.56 5.82  0.082
H: -4.11 0.06 1.76  0.091
H: -0.57 2.68 -7.45  0.097
H: -2.80 -1.23 -5.29  0.115
H: 1.00 3.53 0.02  0.092

***

4.
Computed, not measured: 7 unconnected molecules or ions with the total composition C34H53Cl2F13N7O9 in a non-equilibrium geometry, with wB97M-V/def2-TZVPD.

## Properties
HOMO level, eV: -10.658
M, g/mol: 1021.72
Kohn-Sham gap, eV: 6.7
Net charge: +1

Each line ends with the Löwdin charge.
Positions of all 118 atoms, in Å:
Cl: -1.24 3.17 -3.09  0.918
Cl: -0.84 -2.78 -1.54  0.878
F: 3.19 3.54 3.78  0.159
F: 1.69 0.83 3.98  0.170
F: 4.33 4.09 5.98  0.190
F: 0.55 4.56 1.16  0.141
F: 3.87 1.68 4.65  0.162
F: -0.17 1.35 2.17  0.151
F: 2.25 4.17 6.46  0.200
F: -0.71 2.57 4.36  0.161
F: 1.08 1.75 5.83  0.166
F: -1.33 4.13 2.16  0.147
F: 1.70 2.48 1.89  0.138
F: 0.69 4.18 4.04  0.192
F: 3.46 2.47 7.07  0.212
O: -1.29 -2.58 -4.77  0.124
O: -4.69 -5.67 4.95  0.010
O: -6.36 0.82 -3.57  0.006
O: 10.68 2.08 0.27  0.007
O: -2.30 0.92 -4.66  -0.059
O: 4.69 1.29 -0.59  -0.002
O: -3.32 -2.09 -4.08  0.182
O: -0.07 -3.63 1.59  -0.014
O: -4.90 -0.66 -8.65  0.036
N: -5.76 -6.38 6.78  0.010
N: -1.14 -4.35 3.42  0.022
N: -0.51 1.18 -1.52  -0.025
N: 12.90 1.84 0.08  0.010
N: -2.77 -0.20 -9.22  0.011
N: 6.79 1.86 -0.04  0.022
N: -8.32 0.17 -4.43  0.019
C: -7.21 -0.06 -3.71  -0.525
C: -0.58 -1.98 3.25  -0.012
C: -1.14 1.52 -2.66  -0.489
C: -1.33 -0.28 -9.12  -0.074
C: -3.78 1.09 -4.49  -0.184
C: 11.76 1.96 0.81  -0.534
C: -5.18 -5.41 6.04  -0.545
C: 0.43 2.53 2.33  -0.352
C: -0.95 -1.13 -1.96  -0.533
C: 3.23 3.35 6.13  -0.577
C: -2.16 -1.84 -4.04  -0.515
C: -0.41 -0.12 -1.16  0.020
C: -0.57 -3.38 2.68  -0.556
C: -5.18 -4.01 6.61  -0.008
C: 1.55 2.01 4.59  -0.336
C: 7.87 2.37 0.80  -0.070
C: 2.96 2.66 4.76  -0.341
C: -3.71 -0.82 -8.44  -0.556
C: -1.59 -0.78 -3.15  -0.034
C: 14.26 1.68 0.55  -0.070
C: 5.48 1.75 0.23  -0.555
C: -1.78 -4.25 4.73  -0.061
C: -3.21 -1.72 -7.33  -0.006
C: -6.39 -6.27 8.08  -0.070
C: 11.90 1.93 2.32  -0.004
C: -1.71 0.56 -3.51  -0.253
C: -0.89 3.01 0.17  -0.043
C: 0.50 2.88 3.85  -0.348
C: -4.28 2.01 -5.57  -0.039
C: -0.32 3.57 1.46  -0.444
C: -9.42 -0.73 -4.71  -0.063
C: 5.01 2.22 1.59  -0.017
C: 0.13 2.21 -0.66  -0.096
C: -7.05 -1.42 -3.08  0.000
H: -0.69 -2.01 -5.27  0.136
H: -6.35 -5.25 8.44  0.071
H: 3.93 2.06 1.64  0.048
H: -4.21 0.10 -4.58  0.099
H: -4.06 -2.15 -6.81  0.088
H: 5.22 3.28 1.72  0.091
H: 8.34 3.21 0.31  0.082
H: -1.60 -1.63 3.41  0.088
H: 14.30 1.67 1.63  0.072
H: 14.88 2.51 0.19  0.085
H: -0.04 -1.95 4.20  0.087
H: -8.37 1.10 -4.82  0.143
H: -9.26 -1.70 -4.24  0.073
H: -3.17 0.38 -9.94  0.142
H: -2.61 -1.16 -6.61  0.053
H: -6.11 -1.45 -2.54  0.078
H: 7.47 2.70 1.76  0.075
H: -0.91 -0.67 -10.06  0.086
H: -5.35 2.11 -5.43  0.077
H: -4.11 1.59 -6.56  0.078
H: -1.81 2.47 0.35  0.148
H: 7.04 1.53 -0.96  0.143
H: 12.53 2.75 2.66  0.087
H: -5.73 -7.29 6.34  0.142
H: -6.19 -3.65 6.77  0.087
H: -1.03 -0.94 -8.31  0.065
H: -3.96 1.49 -3.50  0.117
H: 0.65 2.89 -1.33  0.125
H: -1.25 -4.90 5.44  0.090
H: -1.75 -3.23 5.09  0.072
H: 12.74 1.86 -0.91  0.141
H: 12.33 0.98 2.65  0.087
H: -4.69 -3.35 5.90  0.074
H: 14.68 0.75 0.17  0.085
H: -7.43 -6.59 8.02  0.085
H: -10.35 -0.31 -4.33  0.086
H: -0.08 -1.33 2.55  0.055
H: -7.03 -2.20 -3.85  0.090
H: -7.86 -1.62 -2.39  0.088
H: 5.48 1.65 2.39  0.086
H: -2.81 -4.59 4.66  0.053
H: 0.10 -0.37 -0.25  0.148
H: 10.91 2.04 2.76  0.079
H: -3.83 3.00 -5.48  0.081
H: -1.10 -5.26 2.99  0.145
H: 8.61 1.60 0.96  0.062
H: -2.62 -2.53 -7.76  0.096
H: -9.52 -0.88 -5.78  0.088
H: 0.90 1.70 -0.09  0.126
H: -4.63 -3.98 7.55  0.087
H: -1.17 3.88 -0.41  0.112
H: -0.91 0.71 -8.95  0.083
H: -5.87 -6.91 8.80  0.085